Here is a 6-piece molecular cluster, C18H39F2NO13 overall from the OMol25 dataset. Energies are from ωB97M-V with the def2-TZVPD basis set.

Properties
Charge: 0
DFT total energy: -1941.37567 hartree
LUMO level: 0.336 eV
HOMO: -7.6819 eV
HOMO-LUMO gap: 8.0 eV
Relative energy (zero: lowest compared OMol25 entry of this formula, charge and spin): 67.9 kJ/mol

Last column: Mulliken charge in e.
Geometry (Å):
F1 -72.58591 -35.71779 -15.16059  -0.356
F2 -66.90848 -31.46316 -16.37150  -0.358
O1 -73.90897 -31.77317 -19.67878  -0.334
O2 -71.66790 -36.23621 -18.07838  -0.382
O3 -70.26206 -37.91586 -17.70093  -0.635
O4 -71.21969 -33.34419 -22.42257  -0.202
O5 -65.96064 -35.52841 -17.67644  -0.631
O6 -67.71472 -34.80628 -16.37456  -0.251
O7 -73.09451 -34.30752 -20.87491  0.110
O8 -68.05502 -31.63654 -20.77221  0.008
O9 -70.97917 -32.09056 -16.91877  -0.879
O10 -70.61245 -36.16943 -16.21205  -0.336
O11 -66.61527 -33.34162 -17.46946  -0.334
O12 -68.32139 -34.46954 -20.03217  0.435
O13 -70.10511 -29.73945 -20.38560  -0.173
N1 -70.71058 -32.61494 -19.71220  0.559
C1 -72.90435 -34.91333 -21.89629  -0.899
C2 -70.69746 -32.40980 -23.31618  -0.664
C3 -71.13906 -28.99205 -21.07699  -0.538
C4 -68.51719 -35.78033 -20.01279  -0.567
C5 -71.76002 -35.32302 -16.06830  0.479
C6 -68.75870 -29.39526 -20.64152  -0.707
C7 -72.43227 -35.27827 -17.31863  0.675
C8 -66.70682 -34.62346 -17.25631  0.730
C9 -67.55757 -33.87712 -20.98776  -0.871
C10 -67.04780 -32.41854 -20.73319  -1.593
C11 -74.47245 -33.84964 -20.76146  -0.870
C12 -67.78594 -30.46004 -20.09100  -0.441
C13 -68.00517 -33.59591 -15.80290  -0.181
C14 -67.49550 -32.56099 -16.82922  0.737
C15 -74.61358 -32.96352 -19.52451  -0.604
C16 -72.20888 -34.02713 -22.96695  -0.724
C17 -70.81187 -36.85900 -17.38212  0.722
C18 -73.86007 -30.98590 -18.48339  -0.785
H1 -74.72108 -30.62344 -18.07519  0.480
H2 -70.20837 -31.60075 -22.85138  0.000
H3 -72.07965 -34.62034 -23.91082  0.446
H4 -68.11646 -33.82995 -21.90050  0.308
H5 -71.35328 -34.29835 -15.80943  0.137
H6 -68.35623 -32.39998 -17.40294  -0.050
H7 -71.61913 -31.82478 -23.72659  0.370
H8 -73.00089 -33.42153 -23.43946  0.421
H9 -75.69543 -32.74060 -19.45237  0.448
H10 -70.01800 -32.99761 -24.06102  0.278
H11 -71.10747 -31.16651 -16.88417  0.050
H12 -69.14568 -33.35285 -15.86102  0.030
H13 -70.33470 -31.81496 -19.29449  0.194
H14 -67.45574 -36.17303 -19.80847  0.380
H15 -66.47384 -32.15035 -21.44157  0.737
H16 -67.50591 -33.46903 -14.77773  0.259
H17 -73.19562 -31.52500 -17.82263  0.250
H18 -72.35270 -34.29645 -17.86877  -0.929
H19 -68.76511 -29.09916 -21.82690  0.363
H20 -66.50495 -32.54536 -19.93569  0.975
H21 -74.99876 -33.46129 -21.76599  0.349
H22 -66.57425 -34.60107 -21.24144  0.330
H23 -69.15129 -36.09355 -19.19940  -0.231
H24 -68.57995 -28.33954 -20.23348  0.319
H25 -71.58395 -32.19560 -19.91274  -0.014
H26 -72.02407 -29.29410 -20.70670  -0.024
H27 -70.19156 -32.89434 -20.80656  0.177
H28 -72.19848 -35.61769 -21.48309  0.334
H29 -73.37527 -35.58671 -17.33807  0.549
H30 -74.39438 -33.47499 -18.67051  0.340
H31 -68.75448 -36.26445 -20.99767  0.305
H32 -66.78802 -30.15725 -20.41083  0.532
H33 -70.77711 -29.33505 -22.27385  0.279
H34 -67.77894 -30.57066 -18.99229  0.089
H35 -75.13967 -34.65474 -20.69625  0.543
H36 -73.72532 -35.73267 -22.20346  0.317
H37 -73.31823 -30.12734 -18.68703  0.195
H38 -70.89157 -27.96893 -20.95425  0.323
H39 -70.75736 -33.32297 -19.12925  0.001

---

Here is C2H4NiO as an isolated structure from the OMol25 dataset. Energies are from ωB97M-V with the def2-TZVPD basis set.

Properties
2S+1: 3
Charge: +2
DFT total energy: -1661.20183 hartree
LUMO level (spin up / spin down): -11.324 / -14.312 eV
HOMO (spin up / spin down): -21.5842 / -20.4032 eV
HOMO-LUMO gap (spin up / spin down): 10.3 / 6.1 eV

Last column: Löwdin spin population.
Geometry (Å):
Ni1 -1.01693 -0.86577 -1.80405  1.185
O1 -0.39762 -0.31589 -0.21137  0.194
C1 -0.53632 1.11486 1.80489  0.398
C2 -0.38862 0.46785 0.68068  0.137
H1 -0.50104 2.20626 1.77688  0.008
H2 2.03002 0.51929 1.27848  0.038
H3 -0.82486 0.55384 2.69613  0.008
H4 1.90350 0.92844 1.94574  0.033

---

Here is one molecule with the formula C3H3N3O2 from the OMol25 dataset. Energies are from ωB97M-V with the def2-TZVPD basis set.

Properties
Charge: 0
Structure (SMILES): [H]/N=C\NOC(=O)C#N
DFT total energy: -430.76753 hartree
LUMO level: -0.629 eV
HOMO: -10.7610 eV
HOMO-LUMO gap: 10.1 eV
Relative energy (zero: lowest compared OMol25 entry of this formula, charge and spin): 402.9 kJ/mol

Last column: Mulliken charge in e.
Geometry (Å):
O1 -0.13140 0.07255 0.62245  -0.218
O2 -0.46501 -2.01401 -0.14937  -0.487
N1 1.16498 0.04696 0.05976  -0.280
N2 0.60679 2.16180 -1.01471  -0.566
N3 -3.01596 -1.37695 1.75877  -0.323
C1 -1.97549 -1.11029 1.26413  0.110
C2 -0.77664 -1.07338 0.51013  0.735
C3 1.33447 1.12873 -0.83515  -0.053
H1 -0.07958 2.01393 -0.30836  0.339
H2 2.18477 1.02609 -1.43311  0.401
H3 1.15307 -0.87543 -0.47455  0.342